No. 1
This record from the OMol25 dataset describes a 4-piece molecular cluster, C56H49ClF2O8 overall in a non-equilibrium geometry. The level of theory is ωB97M-V with the def2-TZVPD basis set.

Calculated values
LUMO (eV): -1.24
SMILES: CCCCCCCCCC[C@@](Cl)(CCF)OC(=O)F.O=C1c2ccccc2C(=O)c2ccccc21.O=C1c2ccccc2C(=O)c2ccccc21.O=C1c2ccccc2C(=O)c2ccccc21
Charge: 0
Total energy (eV): -93197.7009
HOMO-LUMO gap (eV): 8.5

Element x y z (Å)
C -2.1611 -5.1484 -4.8329
C -2.1602 5.9370 0.5903
H 2.7357 5.0708 2.9703
H 7.9770 -3.5981 0.2152
C 3.9159 0.4970 8.0818
C 2.2793 -0.6008 1.1657
C -3.1541 4.1311 -0.8042
H 4.0457 -2.3547 -0.0514
C 3.5980 2.7426 7.2321
C -4.1351 2.4067 -2.3063
C 6.1807 -4.1571 1.6658
H 2.4591 7.4965 3.3845
C -1.0890 -4.8592 -5.6872
C 7.0692 -4.3691 0.2952
O 3.1119 2.6966 3.6660
H -2.7837 -6.1307 -3.0183
C -1.8355 -0.2726 1.7054
C 1.9423 -3.2699 -9.5505
C -3.0339 5.5568 -0.4367
H 2.7759 -3.0517 -10.2144
C -5.0194 -1.8676 0.9326
H 3.9947 2.2660 9.3067
C -2.0113 7.2858 0.9163
C 1.3366 -4.9768 -6.2443
H 4.3107 -4.7101 0.4305
H -5.1382 -0.8304 1.5110
C -2.4422 -1.3737 0.6557
C -1.9494 -5.9032 -3.6783
H 4.8489 -1.7097 1.6257
O -4.7184 -4.3811 -1.0517
H 3.7642 -1.0892 6.6297
C 3.2019 3.1409 4.8047
H 0.0428 -0.0626 3.1430
C -3.5340 -3.7987 -0.7176
C 3.4915 0.8499 5.7289
C -4.0553 3.7479 -1.9092
O -3.2067 -3.7581 0.7156
C -0.6713 -6.3713 -3.3743
H 4.1083 -0.1767 8.9140
C -4.7223 6.1331 -2.1760
C 0.1931 -5.3065 -5.3704
C 4.1159 -2.4994 1.1121
H -6.9103 -2.2506 2.2560
H -1.3291 7.5797 1.7109
H -3.0268 -0.7703 -0.1760
C 0.6498 -2.8809 -9.9013
H 2.7973 -0.5298 0.0931
H 3.3499 0.4432 4.7290
H -6.3148 5.0776 -4.0882
C -5.7006 4.3323 -3.5856
F -5.8927 -4.1291 1.9694
H 7.5904 -5.4420 0.2734
H -2.6052 9.3086 0.4651
H 3.9183 -4.5042 2.2883
C 3.4333 2.2321 5.9450
C 3.7266 -0.0153 6.7986
O -2.4542 -3.6997 -7.2062
H 0.4733 -2.3635 -10.8418
C 4.5464 -4.0626 1.3892
H -0.5086 -6.9703 -2.4810
O 2.4716 -5.3230 -5.9374
C 2.8179 5.4577 3.9847
H -5.0515 0.9926 -3.6519
H -1.6875 0.7344 1.0807
C 2.7588 7.3291 5.5129
C 3.4893 4.1947 7.4798
C 3.8515 1.8737 8.3014
H 2.6274 8.3936 5.6946
H -4.1771 8.6410 -1.3282
H 0.3145 -0.7632 -0.1164
C 3.1910 5.0957 6.3487
C 1.0940 -4.2312 -7.4951
H 2.7481 -2.1380 2.9046
H 0.5838 0.8779 0.7705
F -2.6820 -3.3226 -1.8337
C 2.6063 -2.1187 1.7234
O 3.6374 4.6443 8.6095
O -2.5092 3.2794 -0.2050
H 3.1055 6.8701 7.5879
H 1.3971 -6.4338 -3.9685
H 1.7993 -2.9222 1.4456
H -1.5913 5.1854 1.1347
C 3.0736 4.5902 5.0549
H -1.5531 -2.0211 0.2280
H -5.1491 -1.5790 -0.2180
C -6.2680 -2.8076 1.4197
H 6.5894 -3.2270 2.2643
C 2.6615 6.8251 4.2162
Cl -3.2875 -2.6682 3.1687
C -3.5269 -2.4289 1.3094
C -3.6149 7.8782 -0.7921
C -0.1954 -3.8251 -7.8356
C -5.7823 2.9946 -3.9753
C -0.2897 -0.6845 2.1897
C 3.0279 6.4681 6.5790
C -4.9949 2.0337 -3.3416
C -2.7307 8.2564 0.2195
C -3.7715 6.5252 -1.1167
H -3.5261 1.6498 -1.8146
C -4.8279 4.7107 -2.5568
H -1.4244 -2.8430 -9.3242
H -3.1624 -4.7910 -5.0666
H 6.4189 -4.2895 -0.6870
H 6.3420 -5.1086 2.3279
H 3.1780 -4.2494 -8.0846
C 0.4012 -6.0693 -4.2149
H -2.5351 0.0090 2.5995
H -0.3257 -1.8560 2.4082
C 0.6856 -0.3019 0.9196
H -6.4575 2.7033 -4.7770
O -5.4106 6.9790 -2.7356
H -7.0028 -2.9215 0.4866
C -0.4188 -3.1529 -9.0443
C -1.3289 -4.0960 -6.9290
H 2.8232 0.2390 1.8165
C 2.1669 -3.9446 -8.3496

Mulliken atomic charge list, values in e, 6 entries: -0.727 -0.602 0.478 0.231 -0.383 -0.401

No. 2
This record from the OMol25 dataset describes a 11-piece molecular cluster, H22O11 overall. The level of theory is ωB97M-V with the def2-TZVPD basis set.

Calculated values
LUMO (eV): -0.29
SMILES: O.O.O.O.O.O.O.O.O.O.O
Charge: 0
Total energy (eV): -22880.3419
Energy above the lowest of the compared OMol25 structures with the same formula, charge and spin (kcal per mole): 27.0
HOMO-LUMO gap (eV): 10.4

Element x y z (Å)
O -30.7858 -27.1071 1.3464
H -31.7565 -29.9355 1.2452
H -28.5059 -25.9146 3.5545
H -32.6093 -27.7686 1.3842
H -30.2484 -22.2762 1.8925
H -29.0662 -24.8391 1.0741
O -33.4098 -28.0869 0.9269
O -27.1479 -26.9796 -0.9724
O -28.4796 -26.7788 3.1187
O -32.9518 -24.2854 1.7058
H -27.7640 -26.7154 2.4665
H -31.0251 -23.5852 1.7713
H -31.0924 -26.0802 5.7349
H -32.9323 -24.7238 0.8464
O -29.6184 -29.0747 -0.9531
O -30.9171 -25.6718 4.8786
H -31.5314 -26.0995 4.2745
O -30.1188 -23.2232 1.7760
O -27.3294 -29.4897 3.3069
O -31.5412 -30.8689 1.3580
H -33.2309 -24.9743 2.3175
H -30.4446 -26.3473 0.8357
H -27.5549 -30.0010 4.0907
H -30.1238 -28.3572 -0.5474
H -27.3729 -27.9087 -0.8307
H -27.7742 -26.4826 -0.4133
O -29.0377 -25.2448 0.1903
H -28.0218 -28.8165 3.2414
H -31.5690 -31.2299 0.4661
H -29.7486 -28.9721 -1.9032
H -29.2681 -24.5215 -0.4058
H -33.4552 -27.5646 0.1199
H -30.1831 -27.1717 2.1150

natural (NBO) atomic charge list, values in e, 6 entries: -1.025 0.473 0.500 0.492 0.485 0.508

No. 3
This record from the OMol25 dataset describes C40H34BrCsF6N3O2P2 as an isolated structure. The level of theory is ωB97M-V with the def2-TZVPD basis set.

Calculated values
Expectation value of S²: 0.7925
LUMO (alpha / beta) (eV): -0.37 / -2.83
Spin multiplicity: 2
Charge: 0
Total energy (eV): -156077.4381
Energy above the lowest of the compared OMol25 structures with the same formula, charge and spin (kcal per mole): 14.3
HOMO-LUMO gap (alpha / beta) (eV): 8.0 / 5.6

Element x y z (Å)
O -0.0532 -3.0421 0.5595
H -1.5399 1.0550 3.5936
H -2.1829 6.8477 -1.3168
C -3.4058 3.2359 -0.8080
H -2.4651 -1.3801 0.3687
H -4.7756 -2.6687 -1.1548
C -0.6389 4.7996 2.9534
H -3.3002 -1.0239 -2.5375
C -2.5350 5.8327 -1.1828
C -3.2620 -1.3154 -0.3750
Br 2.8709 -6.6591 4.2149
H 2.3458 6.3520 3.3488
H -2.0793 -0.0577 -1.7017
H -4.4215 -2.9023 0.5612
C -3.9168 1.8662 -0.6380
H -3.2863 -3.4672 -0.6672
F 4.6255 -0.9588 2.1342
C 0.4888 -0.4441 -3.2723
F 4.1385 -0.4692 4.3199
C 2.0305 -3.9846 1.2010
C 0.0926 -3.1320 -3.5663
H -6.2951 0.2730 -0.5292
C 0.6348 -5.3508 -2.8052
H -0.7228 -4.9553 -4.3998
C 2.8688 -3.1663 0.2850
N -3.5085 1.0556 0.2474
C 2.6817 -4.7843 2.1084
O -4.8960 1.4469 -1.4777
H -3.0641 0.8421 5.5093
C -4.0019 4.0448 -1.7679
F 2.6457 1.1277 3.6025
C -2.5851 -1.0261 -1.7100
C 1.9636 4.7389 1.9894
H -1.1970 -2.6294 -5.2288
Cs 0.6612 -0.3483 0.8243
N 2.6753 -2.8853 -0.9339
C -5.3071 0.1538 -0.9731
H 2.9829 4.6895 1.6309
H -5.3722 -0.5275 -1.8188
C 1.9573 -5.5631 3.0147
C -2.3548 3.7155 0.0032
C -3.9773 -2.6635 -0.4076
H -5.1050 2.2440 5.6334
H -1.6456 4.8280 3.3506
F 2.4575 -1.0209 2.8436
C -3.2894 1.5484 4.7206
H 0.0207 -6.1478 3.7658
C 0.3040 5.6884 3.4428
C 0.5741 -3.8663 1.2461
C 1.6072 5.6636 2.9586
C -0.3013 3.8735 1.9626
C -0.3405 -0.8964 -4.3224
H -5.5820 3.8686 3.8297
C 1.6778 -3.4529 -1.7284
C -0.0623 -4.5401 -3.6490
H 2.1270 -5.4655 -1.2360
C -2.4342 1.6685 3.6354
H 3.7643 -2.7479 0.7469
N 1.0985 -1.2365 -2.4301
H 3.7637 -4.8035 2.1224
C -4.2232 -0.2067 0.0606
C -1.9392 5.0270 -0.2198
C 1.0119 3.8529 1.5030
C -2.6940 2.5776 2.6118
H -4.8093 3.6373 -2.3607
C -4.6977 3.2454 3.7791
H -1.2024 -4.6402 2.2138
C -3.5701 5.3476 -1.9618
H 0.5319 -6.4258 -2.8769
C -0.1230 -4.7152 2.1963
H -1.8418 -1.7946 -1.9268
C -3.8333 3.3698 2.6997
H -1.1330 5.4399 0.3687
H 1.3143 3.1216 0.7600
C 1.5240 -4.8087 -1.8504
H -4.6754 -0.5024 1.0106
H 0.6435 0.6224 -3.1331
C -0.5498 -2.2367 -4.4536
H -4.0372 5.9731 -2.7106
C -4.4308 2.3358 4.7916
H -4.0595 4.0914 1.9236
C 0.5467 -5.5341 3.0477
F 3.1420 0.6307 1.4254
H -0.8063 -0.1842 -4.9895
H 0.0263 6.3990 4.2112
P 3.6786 0.1023 2.9035
F 4.8309 1.2016 2.8868
P -1.4709 2.6504 1.2431
C 0.9368 -2.5781 -2.5869

Mulliken atomic charge list, values in e, 6 entries: -0.447 0.471 0.446 -0.062 -0.082 0.311

No. 4
This record from the OMol25 dataset describes one molecule with the formula C6H9NO2. The level of theory is ωB97M-V with the def2-TZVPD basis set.

Calculated values
LUMO (alpha / beta) (eV): -1.20 / -1.20
Charge: 0
Total energy (eV): -11950.6854
Energy above the lowest of the compared OMol25 structures with the same formula, charge and spin (kcal per mole): 60.7
HOMO-LUMO gap (alpha / beta) (eV): 8.2 / 8.2

Element x y z (Å)
C -1.4168 -1.2879 -1.0203
O 2.0802 1.5316 -1.7687
H -0.6063 -1.9207 0.9395
N -0.1848 2.3210 -0.3958
C 0.2203 1.1431 -0.2424
H 0.6108 -1.2224 -0.3357
C -0.1543 0.1320 0.6911
H -0.3002 1.2513 2.4621
H 0.0033 -0.4908 2.7464
H 0.4229 2.7869 -1.0814
H -1.2040 -0.5381 -1.7822
C 0.2350 0.3614 2.1100
C 1.5432 0.5792 -1.2449
H 1.2995 0.5973 2.1935
O 1.6926 -0.6540 -1.2749
H -1.3001 -2.2722 -1.4724
C -0.4856 -1.1479 0.1834
H -2.4558 -1.1698 -0.7071

natural (NBO) atomic charge list, values in e, 6 entries: -0.598 -0.625 0.230 -0.548 0.078 0.410